Entry from the OMol25 dataset: C5H9ClN2O in the gas phase in a non-equilibrium geometry (ωB97M-V with the def2-TZVPD basis set).

Each atom is followed by the atoms it is bonded to, with distances in Å.
Element x y z (Å)
1 C 0.969 -1.386 0.094  C2 1.299, H10 1.175, H11 1.078
2 C 0.733 -0.329 0.811  C1 1.299, C5 1.769, O8 1.313
3 C -1.361 1.948 -0.987  C4 1.480, H12 1.162, H13 1.081, H14 1.051
4 C -0.965 0.574 -0.607  C3 1.480, O8 1.508, H15 1.124, H16 1.089
5 C 1.995 0.212 1.925  C2 1.769, N7 1.390, Cl9 1.794, H17 1.058
6 N 3.952 -0.503 1.232  N7 1.249, H18 0.993
7 N 3.156 0.459 1.201  C5 1.390, N6 1.249
8 O -0.194 0.593 0.689  C2 1.313, C4 1.508
9 Cl 1.433 1.703 2.749  C5 1.794
10 H 0.099 -1.998 -0.404  C1 1.175
11 H 1.864 -1.976 0.206  C1 1.078
12 H -0.431 2.405 -0.459  C3 1.162
13 H -1.359 2.190 -2.041  C3 1.081
14 H -2.319 2.155 -0.608  C3 1.051
15 H -0.058 0.225 -1.170  C4 1.124
16 H -1.788 -0.132 -0.503  C4 1.089
17 H 2.067 -0.616 2.579  C5 1.058
18 H 4.707 -0.202 0.662  N6 0.993

The lowest unoccupied orbital energy (spin up / spin down) is 1.0 / -2.1 eV. The value obtained for the total energy is -840.6188 Eh. As for the energy relative to the best compared isomer or geometry (same formula, charge and spin): 0.00 kcal per mole. The spin multiplicity is 3. The value obtained for the orbital gap (spin up / spin down) is 8.33 / 6.93 eV.

***

Entry from the OMol25 dataset: 4 unconnected molecules or ions with the total composition C44H83F3N10O10P4S2 in a non-equilibrium geometry (ωB97M-V with the def2-TZVPD basis set).

Each atom is followed by the atoms it is bonded to, with distances in Å.
Element x y z (Å)
1 C 3.237 2.832 -1.127  C2 1.538, H41 1.096, H42 1.090, H43 1.090
2 C 3.974 2.403 -2.406  C1 1.538, O3 1.423, C4 1.522, H44 1.101
3 O 5.279 2.960 -2.509  C2 1.423, H45 0.962
4 C 3.931 0.934 -2.802  C2 1.522, C5 1.563, H46 1.092, H47 1.088
5 C 4.505 -0.164 -1.849  C4 1.563, O6 1.448, C15 1.554, C34 1.571
6 O 5.130 -1.064 -2.795  C5 1.448, C7 1.369
7 C 5.306 -2.409 -2.609  O6 1.369, O8 1.195, C9 1.493
8 O 4.551 -3.181 -3.120  C7 1.195
9 C 6.519 -3.008 -1.977  C7 1.493, C10 1.386, C14 1.395
10 C 6.415 -3.893 -0.916  C9 1.386, C11 1.381, H48 1.084
11 C 7.522 -4.472 -0.327  C10 1.381, C12 1.389, H49 1.082
12 C 8.799 -4.181 -0.788  C11 1.389, C13 1.392, H50 1.080
13 C 8.907 -3.321 -1.877  C12 1.392, C14 1.382, H51 1.084
14 C 7.799 -2.745 -2.467  C9 1.395, C13 1.382, H52 1.085
15 C 3.271 -0.710 -1.076  C5 1.554, C16 1.566, C23 1.544, H53 1.094
16 C 2.316 -1.566 -1.974  C15 1.566, C17 1.517, H54 1.086, H55 1.090
17 C 0.843 -1.253 -1.791  C16 1.517, C18 1.391, C22 1.396
18 C 0.004 -1.872 -0.870  C17 1.391, C19 1.387, H56 1.080
19 C -1.334 -1.511 -0.808  C18 1.387, C20 1.385, H57 1.085
20 C -1.892 -0.573 -1.661  C19 1.385, C21 1.390, H58 1.082
21 C -1.064 0.047 -2.590  C20 1.390, C22 1.387, H59 1.083
22 C 0.279 -0.297 -2.638  C17 1.396, C21 1.387, H60 1.086
23 C 3.525 -1.300 0.328  C15 1.544, N24 1.493, P27 1.898, O30 1.430
24 N 2.675 -2.500 0.579  C23 1.493, C25 1.215
25 C 3.166 -3.421 1.202  N24 1.215, S26 1.555
26 S 3.658 -4.685 1.962  C25 1.555
27 P 2.928 -0.038 1.614  C23 1.898, C28 1.825, O29 1.647
28 C 1.136 0.208 1.372  P27 1.825, H61 1.091, H62 1.094, H63 1.089
29 O 3.046 -0.785 3.077  P27 1.647, H64 0.964
30 O 4.865 -1.733 0.577  C23 1.430, S31 1.602
31 S 5.991 -0.594 0.543  O30 1.602, O32 1.432, O33 1.431, C34 1.825
32 O 5.972 0.248 1.701  S31 1.432
33 O 7.256 -1.253 0.432  S31 1.431
34 C 5.630 0.427 -0.926  C5 1.571, S31 1.825, C35 1.528, H65 1.088
35 C 6.952 0.659 -1.656  C34 1.528, C36 1.541, H66 1.087, H67 1.090
36 C 8.124 1.321 -0.905  C35 1.541, C37 1.517, H68 1.090, H69 1.090
37 C 7.904 2.527 -0.011  C36 1.517, F38 1.341, F39 1.365, F40 1.337
38 F 6.788 3.241 -0.225  C37 1.341
39 F 8.941 3.393 -0.212  C37 1.365
40 F 7.956 2.249 1.296  C37 1.337
41 H 2.969 3.885 -1.270  C1 1.096
42 H 3.845 2.803 -0.222  C1 1.090
43 H 2.280 2.322 -1.013  C1 1.090
44 H 3.414 2.918 -3.202  C2 1.101
45 H 5.251 3.848 -2.140  O3 0.962
46 H 4.437 0.863 -3.767  C4 1.092
47 H 2.888 0.730 -3.035  C4 1.088
48 H 5.433 -4.124 -0.521  C10 1.084
49 H 7.389 -5.131 0.521  C11 1.082
50 H 9.701 -4.591 -0.355  C12 1.080
51 H 9.886 -3.076 -2.273  C13 1.084
52 H 7.879 -2.078 -3.319  C14 1.085
53 H 2.663 0.177 -0.875  C15 1.094
54 H 2.513 -2.631 -1.900  C16 1.086
55 H 2.557 -1.300 -3.003  C16 1.090
56 H 0.403 -2.622 -0.204  C18 1.080
57 H -1.991 -1.964 -0.073  C19 1.085
58 H -2.940 -0.304 -1.637  C20 1.082
59 H -1.443 0.774 -3.297  C21 1.083
60 H 0.890 0.186 -3.395  C22 1.086
61 H 0.845 1.049 2.002  C28 1.091
62 H 0.540 -0.644 1.711  C28 1.094
63 H 0.862 0.440 0.344  C28 1.089
64 H 3.501 -0.140 3.631  O29 0.964
65 H 5.322 1.365 -0.468  C34 1.088
66 H 6.815 1.166 -2.607  C35 1.087
67 H 7.326 -0.326 -1.936  C35 1.090
68 H 8.684 0.593 -0.319  C36 1.090
69 H 8.834 1.638 -1.669  C36 1.090
70 O -5.139 2.383 -1.029  P71 1.509
71 P -6.211 2.861 -1.977  O70 1.509, N72 1.713, N75 1.747, N78 1.779
72 N -5.602 2.208 -3.438  P71 1.713, C73 1.443, C74 1.454
73 C -5.667 2.803 -4.751  N72 1.443, H81 1.101, H82 1.093, H83 1.087
74 C -5.736 0.762 -3.519  N72 1.454, H84 1.101, H85 1.092, H86 1.092
75 N -5.894 4.572 -1.818  P71 1.747, C76 1.455, C77 1.460
76 C -4.785 5.173 -2.544  N75 1.455, H87 1.098, H88 1.091, H89 1.091
77 C -5.850 4.984 -0.418  N75 1.460, H90 1.096, H91 1.093, H92 1.092
78 N -7.843 3.167 -2.614  P71 1.779, C79 1.451, C80 1.478
79 C -8.245 4.458 -3.142  N78 1.451, H93 1.094, H94 1.094, H95 1.088
80 C -8.893 2.672 -1.699  N78 1.478, H96 1.097, H97 1.095, H98 1.091
81 H -6.663 2.725 -5.212  C73 1.101
82 H -4.958 2.299 -5.413  C73 1.093
83 H -5.367 3.848 -4.748  C73 1.087
84 H -6.756 0.463 -3.806  C74 1.101
85 H -5.510 0.301 -2.555  C74 1.092
86 H -5.034 0.343 -4.241  C74 1.092
87 H -3.863 4.581 -2.479  C76 1.098
88 H -4.576 6.171 -2.155  C76 1.091
89 H -5.037 5.324 -3.595  C76 1.091
90 H -4.894 4.737 0.057  C77 1.096
91 H -6.639 4.492 0.158  C77 1.093
92 H -6.012 6.062 -0.339  C77 1.092
93 H -8.341 5.230 -2.373  C79 1.094
94 H -9.220 4.335 -3.621  C79 1.094
95 H -7.564 4.811 -3.913  C79 1.088
96 H -8.964 3.291 -0.796  C80 1.097
97 H -8.667 1.646 -1.392  C80 1.095
98 H -9.869 2.654 -2.187  C80 1.091
99 O -12.747 2.535 -1.463  P100 1.509
100 P -13.677 1.820 -0.513  O99 1.509, N101 1.710, N104 1.747, N107 1.782
101 N -15.177 2.216 -1.233  P100 1.710, C102 1.444, C103 1.456
102 C -16.419 2.489 -0.550  N101 1.444, H110 1.101, H111 1.092, H112 1.087
103 C -15.420 1.514 -2.486  N101 1.456, H113 1.101, H114 1.091, H115 1.091
104 N -13.329 2.788 0.899  P100 1.747, C105 1.456, C106 1.458
105 C -13.951 4.094 1.058  N104 1.456, H116 1.097, H117 1.091, H118 1.091
106 C -11.893 2.891 1.131  N104 1.458, H119 1.096, H120 1.094, H121 1.092
107 N -14.328 0.499 0.490  P100 1.782, C108 1.451, C109 1.477
108 C -14.726 0.698 1.871  N107 1.451, H122 1.094, H123 1.094, H124 1.088
109 C -13.502 -0.722 0.394  N107 1.477, H125 1.097, H126 1.094, H127 1.091
110 H -16.914 1.580 -0.173  C102 1.101
111 H -17.111 2.979 -1.239  C102 1.092
112 H -16.294 3.183 0.276  C102 1.087
113 H -15.770 0.485 -2.313  C103 1.101
114 H -14.508 1.465 -3.083  C103 1.091
115 H -16.164 2.040 -3.086  C103 1.091
116 H -13.923 4.695 0.140  C105 1.097
117 H -13.449 4.658 1.847  C105 1.091
118 H -14.986 4.001 1.390  C105 1.091
119 H -11.426 3.631 0.470  C106 1.096
120 H -11.402 1.930 0.951  C106 1.094
121 H -11.691 3.170 2.168  C106 1.092
122 H -13.882 0.871 2.545  C108 1.094
123 H -15.245 -0.206 2.204  C108 1.094
124 H -15.434 1.516 1.976  C108 1.088
125 H -12.541 -0.605 0.909  C109 1.097
126 H -13.300 -0.956 -0.656  C109 1.094
127 H -14.026 -1.578 0.821  C109 1.091
128 O 12.290 -5.378 3.575  P129 1.507
129 P 11.390 -4.334 4.185  O128 1.507, N130 1.712, N133 1.747, N136 1.781
130 N 11.925 -4.413 5.810  P129 1.712, C131 1.443, C132 1.455
131 C 11.115 -4.267 6.995  N130 1.443, H139 1.101, H140 1.093, H141 1.087
132 C 13.245 -3.835 6.012  N130 1.455, H142 1.101, H143 1.091, H144 1.091
133 N 9.880 -5.175 3.930  P129 1.747, C134 1.455, C135 1.457
134 C 9.480 -6.244 4.832  N133 1.455, H145 1.097, H146 1.091, H147 1.091
135 C 9.740 -5.614 2.547  N133 1.457, H148 1.096, H149 1.093, H150 1.093
136 N 10.547 -2.777 4.371  P129 1.781, C137 1.452, C138 1.478
137 C 9.124 -2.691 4.645  N136 1.452, H151 1.094, H152 1.094, H153 1.088
138 C 10.886 -1.834 3.283  N136 1.478, H154 1.097, H155 1.094, H156 1.091
139 H 10.840 -3.221 7.205  C131 1.101
140 H 11.666 -4.643 7.860  C131 1.093
141 H 10.206 -4.862 6.952  C131 1.087
142 H 13.201 -2.736 6.076  C132 1.101
143 H 13.911 -4.099 5.189  C132 1.091
144 H 13.700 -4.220 6.926  C132 1.091
145 H 10.297 -6.943 5.054  C134 1.097
146 H 8.655 -6.814 4.400  C134 1.091
147 H 9.090 -5.845 5.769  C134 1.091
148 H 10.308 -6.528 2.340  C135 1.096
149 H 10.097 -4.841 1.863  C135 1.093
150 H 8.689 -5.798 2.313  C135 1.093
151 H 8.499 -2.992 3.799  C137 1.094
152 H 8.889 -1.649 4.882  C137 1.094
153 H 8.842 -3.277 5.517  C137 1.088
154 H 10.435 -2.133 2.329  C138 1.097
155 H 11.971 -1.792 3.149  C138 1.094
156 H 10.550 -0.825 3.526  C138 1.091

The lowest unoccupied orbital energy is -0.1 eV. Its SMILES is C[C@@H](O)C[C@]1(OC(=O)c2ccccc2)[C@@H](Cc2ccccc2)[C@](N=C=S)(P(C)O)OS(=O)(=O)[C@H]1CCC(F)(F)F.CN(C)P(=O)(N(C)C)N(C)C.CN(C)P(=O)(N(C)C)N(C)C.CN(C)P(=O)(N(C)C)N(C)C. The value obtained for the total energy is -5487.5315 Eh. The spin multiplicity is 1. The value obtained for the orbital gap is 8.10 eV.

***

Question: What is the formula in the first record?
Answer: C5H9ClN2O